# 1
Formula: C45H41CaN7O3PSe
Source: OMol25
Level of theory: ωB97M-V with the def2-TZVPD basis set

The value obtained for the energy is -5768.8596 Ha. Its charge is +1. Its orbital gap is 7.075 eV. The HOMO energy comes out at -10.50 eV. As for the lowest unoccupied orbital energy: -3.425 eV. Its energy above the lowest of the compared OMol25 structures with the same formula, charge and spin is 0.010 eV.

The geometry in XYZ format:
```
99
Properties=species:S:1:pos:R:3:mulliken_charge:R:1
Ca 1.08734 0.75611 -0.67951 2.38
C 2.81301 -3.32098 -2.31470 -1.02
C 3.92878 -3.59757 -1.54783 -0.81
C 4.30634 -2.70086 -0.55979 -1.16
C 3.54667 -1.55753 -0.35716 0.33
N 2.44592 -1.30850 -1.07791 0.78
C 2.10763 -2.16076 -2.04196 -0.59
C 3.90409 -0.54283 0.68300 1.09
C 5.07827 -0.63349 1.42368 -1.16
C 5.33142 0.31410 2.39550 -1.10
C 4.41417 1.32908 2.60872 -0.95
C 3.27102 1.36371 1.82338 0.11
N 3.03242 0.45124 0.87506 0.36
C 2.27408 2.47198 1.95085 0.98
C 2.21591 3.29538 3.06717 -0.47
C 1.32727 4.35993 3.06508 -0.80
C 0.52552 4.56961 1.95575 -0.83
C 0.62148 3.67805 0.89926 -0.47
N 1.46255 2.64506 0.90308 -0.29
H 2.48790 -3.98091 -3.10641 0.56
H 4.50775 -4.49568 -1.71680 0.45
H 5.17912 -2.90450 0.04104 0.41
H 1.23009 -1.89715 -2.62262 0.26
H 5.79143 -1.42174 1.24081 0.44
H 6.24390 0.27159 2.97500 0.46
H 4.60586 2.09669 3.34313 0.45
H 2.84952 3.11584 3.92349 0.28
H 1.26772 5.01980 3.92072 0.44
H -0.16535 5.39914 1.90562 0.49
H 0.01343 3.78558 0.00857 0.60
O 2.18688 1.18467 -2.76955 -0.73
C 1.06896 1.64170 -3.10484 0.13
O 0.33039 2.30278 -2.30689 -0.56
C 0.42008 1.13820 -4.37647 -0.87
P -0.84143 -0.05544 -3.70261 1.54
C -2.43398 0.83269 -3.84963 0.58
C -2.54961 2.21620 -3.94238 -0.39
C -3.80355 2.81669 -3.97065 -0.66
C -4.95141 2.04297 -3.90004 -0.57
C -4.84514 0.66113 -3.79889 -0.65
C -3.59650 0.06282 -3.77103 -0.99
C -1.00939 -1.28716 -5.03883 0.22
C -1.27991 -0.92237 -6.35839 -0.41
C -1.39094 -1.88761 -7.34366 -0.68
C -1.24200 -3.23291 -7.02176 -0.47
C -0.98354 -3.60776 -5.71377 -0.69
C -0.86570 -2.63542 -4.72699 -0.09
H 1.13466 0.58493 -4.98195 0.62
H -0.03884 1.93196 -4.96338 0.55
H -1.66579 2.83993 -3.95930 0.17
H -3.87859 3.89369 -4.05139 0.44
H -5.92644 2.51182 -3.92770 0.41
H -5.73673 0.04998 -3.74589 0.44
H -3.52482 -1.01752 -3.70076 0.43
H -1.41470 0.12300 -6.61240 0.34
H -1.60001 -1.59554 -8.36445 0.42
H -1.33388 -3.98610 -7.79321 0.38
H -0.87870 -4.65421 -5.45816 0.44
H -0.67500 -2.93511 -3.70132 0.35
C 0.22496 0.64720 4.60856 -0.70
C -0.83259 1.73224 4.46208 -0.92
N -2.19031 1.21102 4.51877 0.36
C -2.67136 0.74874 5.82513 -0.84
C -2.90341 -0.75294 5.86391 -1.11
C -3.12164 1.31939 3.53729 0.14
O -4.30668 1.10646 3.74375 -0.65
C -2.70458 1.62096 2.12173 0.47
C -3.58870 2.34158 1.32556 -0.86
C -3.28903 2.52669 -0.01106 -1.07
C -2.12998 1.96391 -0.52096 -1.18
N -1.28605 1.24074 0.22364 1.10
C -1.57718 1.08728 1.52191 -0.77
H 1.22537 1.08371 4.58864 0.30
H 0.14964 -0.08814 3.80443 -0.02
H 0.11401 0.11572 5.55470 0.53
H -0.70038 2.27742 3.53033 0.22
H -0.71858 2.46827 5.26506 0.41
H -3.59733 1.27470 6.05688 0.48
H -1.92328 1.04389 6.56216 0.39
H -3.66129 -1.03573 5.13489 0.32
H -3.25410 -1.05331 6.85153 0.40
H -1.98489 -1.30084 5.64638 0.25
H -4.50339 2.72018 1.76210 0.55
H -3.94341 3.08284 -0.66818 0.58
H -1.84894 2.10400 -1.55475 0.83
H -0.88404 0.47209 2.07874 0.72
Se -0.92035 -1.99040 -0.08262 0.40
N 0.22649 -1.31598 1.10753 -0.18
C 0.98681 -2.31674 1.51695 0.61
C 2.00149 -2.21660 2.52225 -0.25
C 2.70893 -3.32548 2.84037 -0.71
C 2.47502 -4.59074 2.19734 -0.72
C 1.51958 -4.73709 1.25247 -0.70
C 0.73136 -3.59563 0.88995 0.74
N -0.24471 -3.62213 0.00361 -0.83
H 2.17710 -1.26853 3.01422 0.39
H 3.47221 -3.26904 3.60636 0.45
H 3.07286 -5.44178 2.49594 0.43
H 1.32069 -5.68637 0.77452 0.51
```

# 2
Formula: C45H41IrNO5S3Si
Source: OMol25
Level of theory: ωB97M-V with the def2-TZVPD basis set

The value obtained for the energy is -3758.4489 Ha. Its charge is +1. Its orbital gap (alpha / beta) is 6.743 / 6.765 eV. The HOMO energy (alpha / beta) comes out at -10.05 / -10.05 eV. As for the lowest unoccupied orbital energy (alpha / beta): -3.305 / -3.283 eV. Its energy above the lowest of the compared OMol25 structures with the same formula, charge and spin is 0.371 eV.

The geometry in XYZ format:
```
97
Properties=species:S:1:pos:R:3:mulliken_charge:R:1
Ir -0.08984 -0.68145 -1.03703 1.98
C -2.86762 7.39312 -2.52100 -1.48
C -2.18410 6.12229 -2.09509 0.97
C -2.15860 5.00951 -2.93759 -0.96
C -1.51497 3.84279 -2.56286 -0.51
C -0.88196 3.79323 -1.32985 0.22
C -0.87525 4.89083 -0.47878 -0.10
C -1.53523 6.04663 -0.86376 -0.98
S -0.05638 2.32425 -0.76916 1.06
O 0.44078 1.60924 -1.99817 -0.76
C -1.46323 1.26513 -0.30183 -0.72
C -2.18785 0.63321 -1.34146 0.10
C -3.34314 -0.05732 -0.99563 -1.52
C -3.73005 -0.20714 0.33708 1.45
C -4.89179 -0.95542 0.69022 -1.41
C -5.23261 -1.12424 1.99295 -0.65
C -4.43688 -0.55764 3.02690 -0.88
C -3.32871 0.17079 2.73474 -1.02
C -2.94688 0.38151 1.37948 0.91
C -1.82437 1.14438 1.03676 0.46
C -0.89569 1.77438 2.01512 -0.32
C -1.20181 3.00158 2.65709 1.09
C -2.46927 3.62636 2.52795 -0.61
C -2.71035 4.82453 3.13411 -0.93
C -1.70384 5.46056 3.89651 -0.65
C -0.47356 4.88596 4.03192 -1.07
C -0.18617 3.64462 3.41179 0.90
C 1.09414 3.04667 3.50278 -1.32
C 1.37096 1.86459 2.87809 -0.84
C 0.35734 1.22687 2.13892 0.19
S 0.59594 -0.33006 1.25134 1.59
O -0.16638 -1.31643 2.02860 -0.82
C 2.32675 -0.59056 1.51217 0.35
C 3.23710 0.09703 0.71653 -0.61
C 4.58543 -0.00177 1.00831 -1.07
C 5.03324 -0.79707 2.07073 1.20
C 6.50225 -0.88459 2.38432 -1.76
C 4.09562 -1.49496 2.82689 -1.09
C 2.73543 -1.39237 2.55878 -0.42
H -3.58770 7.20916 -3.31702 0.37
H -2.13490 8.11200 -2.89383 0.31
H -3.38841 7.85989 -1.68488 0.38
H -2.64879 5.06342 -3.90254 0.37
H -1.47170 2.98995 -3.22944 0.43
H -0.36101 4.84105 0.47596 0.54
H -1.53853 6.90576 -0.20315 0.43
H -1.94644 0.84100 -2.37627 0.37
H -3.96826 -0.48256 -1.77261 0.44
H -5.48632 -1.39335 -0.10257 0.48
H -6.11061 -1.69967 2.25609 0.42
H -4.72260 -0.71570 4.05900 0.46
H -2.72020 0.59511 3.52310 0.53
H -3.24324 3.14400 1.94382 0.50
H -3.68039 5.29459 3.03379 0.47
H -1.91554 6.40853 4.37393 0.43
H 0.30187 5.36989 4.61371 0.47
H 1.86431 3.54628 4.07891 0.44
H 2.35364 1.42109 2.96436 0.52
H 2.89340 0.70739 -0.11383 0.42
H 5.30531 0.53536 0.40154 0.42
H 7.09118 -1.02768 1.47734 0.40
H 6.71484 -1.70465 3.06903 0.39
H 6.84929 0.03835 2.85280 0.37
H 4.43110 -2.12438 3.64290 0.37
H 1.99456 -1.92039 3.14779 0.63
O -0.19808 -5.69731 -0.77303 -0.62
S 0.96083 -5.51404 -1.58894 1.13
O 1.23237 -6.41202 -2.65889 -0.67
N 0.92002 -3.89013 -2.14120 0.38
C 1.67894 -3.11184 -1.35253 0.29
O 1.60268 -1.86570 -1.25761 -1.15
C 2.67694 -3.88311 -0.58262 0.13
C 3.78068 -3.41366 0.09887 -0.27
C 4.58510 -4.34172 0.74695 -0.74
C 4.28817 -5.70027 0.71926 -0.68
C 3.17759 -6.17546 0.02915 -0.88
C 2.40141 -5.23912 -0.61332 0.38
H 4.01471 -2.35916 0.10816 0.78
H 5.46413 -4.00112 1.27962 0.46
H 4.93566 -6.39924 1.23158 0.43
H 2.94334 -7.23085 -0.01249 0.51
C 0.40687 -4.41851 -4.85504 -1.50
Si -0.31243 -3.37349 -3.46241 0.72
C -0.16090 -1.71077 -4.32518 -0.95
C -1.95752 -4.22186 -3.19520 -1.21
C -1.19023 -2.18390 -1.28306 -1.36
H -0.21614 -4.25169 -5.74234 0.36
H 0.41895 -5.48928 -4.65575 0.46
H 1.42314 -4.11203 -5.11799 0.37
H 0.64271 -1.78248 -5.06015 0.39
H -0.02689 -0.82088 -3.71951 0.16
H -1.10166 -1.60141 -4.88315 0.33
H -1.89903 -5.18444 -3.70610 0.39
H -2.73973 -3.63117 -3.68383 0.40
H -2.26220 -4.38886 -2.16386 0.38
H -1.14723 -3.08978 -0.67272 0.74
H -2.23552 -2.00822 -1.54248 0.50
```

# 3
Formula: C45H42As2N3O9PTi
Source: OMol25
Level of theory: ωB97M-V with the def2-TZVPD basis set

The value obtained for the energy is -8242.4203 Ha. Its charge is +4. Its orbital gap is 5.278 eV. The HOMO energy comes out at -18.15 eV. As for the lowest unoccupied orbital energy: -12.871 eV. Its energy above the lowest of the compared OMol25 structures with the same formula, charge and spin is 0.575 eV.

The geometry in XYZ format:
```
103
Properties=species:S:1:pos:R:3:mulliken_charge:R:1
Ti -0.72958 0.67869 0.28255 0.10
O -0.30910 1.60847 2.60004 -0.38
N -1.08173 0.47632 2.30119 1.31
C -1.65676 -0.15745 3.27039 -0.80
C -2.46083 -1.33077 3.14969 0.81
C -2.96277 -1.83514 4.35907 -0.89
C -3.75702 -2.97005 4.37412 -0.96
C -4.04983 -3.60037 3.17730 -0.77
C -3.55196 -3.10623 1.96601 -0.48
C -2.75511 -1.97747 1.93131 0.05
P -2.26849 -1.40639 0.26355 2.68
C -1.51131 -2.83453 -0.51441 0.84
C -1.59792 -3.01830 -1.89756 -0.31
C -1.07808 -4.16706 -2.47145 -1.46
C -0.44587 -5.11699 -1.67703 -0.76
C -0.30941 -4.91145 -0.30941 -0.79
C -0.83906 -3.77253 0.27460 -1.10
C -3.84947 -1.04436 -0.53896 0.95
C -4.51234 0.15026 -0.24416 -0.99
C -5.78806 0.38236 -0.73040 -0.63
C -6.41796 -0.57924 -1.51141 -0.84
C -5.77830 -1.78005 -1.78296 -0.82
C -4.50110 -2.02138 -1.29770 -0.75
H -0.35563 1.84090 3.54609 0.38
H -1.50776 0.23301 4.27832 0.53
H -2.72667 -1.33197 5.28905 0.50
H -4.14426 -3.35348 5.30813 0.48
H -4.67328 -4.48531 3.17024 0.50
H -3.80503 -3.62607 1.05056 0.52
H -2.11096 -2.29744 -2.52217 0.99
H -1.18652 -4.33492 -3.53492 0.53
H -0.06372 -6.02506 -2.12530 0.49
H 0.18539 -5.65215 0.30434 0.53
H -0.75973 -3.64216 1.34668 0.50
H -4.06225 0.88121 0.41187 0.20
H -6.30380 1.30132 -0.48508 0.55
H -7.41580 -0.40161 -1.88980 0.46
H -6.27845 -2.54172 -2.36601 0.51
H -4.03603 -2.97494 -1.50452 0.55
C -0.80964 0.31807 -4.07817 -1.48
C -0.58026 0.03156 -2.73610 -0.74
N -1.02998 0.82183 -1.75088 1.25
C -1.77814 1.92781 -2.08974 -0.58
C -2.05252 2.27109 -3.40941 1.06
C -1.53543 1.43279 -4.42118 -0.86
C -2.84333 3.43513 -3.69163 -1.02
C -3.34793 4.18343 -2.68579 -1.14
C -3.10259 3.82368 -1.31839 0.72
C -3.63598 4.54273 -0.22930 -1.05
C -3.38558 4.11972 1.05523 -1.29
C -2.58506 3.00048 1.25770 -0.41
N -2.04726 2.30559 0.25233 1.87
C -2.31538 2.70921 -1.03078 0.26
H -0.41177 -0.34611 -4.83266 0.65
H -0.01180 -0.83943 -2.43408 1.03
H -1.72326 1.67197 -5.46146 0.57
H -3.03215 3.69704 -4.72471 0.53
H -3.94894 5.05911 -2.89419 0.56
H -4.24353 5.42156 -0.41180 0.58
H -3.79091 4.64260 1.91038 0.58
H -2.37963 2.65736 2.25899 0.56
C 0.40746 4.01593 -0.22715 -0.89
O 0.85225 2.70043 0.23199 -0.23
C 1.73536 2.83874 1.32445 -0.64
O 1.70486 3.79908 2.01672 -0.42
C 2.61142 1.65534 1.42196 0.13
C 3.91916 1.71974 1.67598 1.17
As 5.10445 0.16178 1.82275 0.04
C 6.66957 0.90486 0.93052 -1.21
C 4.34872 -0.81679 0.27006 0.85
C 3.05395 -0.92996 -0.02358 0.18
As 1.73895 0.01663 1.01452 0.22
C 1.70435 -0.98304 2.67697 -1.22
C 2.34878 -1.75399 -1.02792 -0.20
O 1.12705 -1.62532 -1.14503 0.14
O 3.09246 -2.56109 -1.71503 -0.28
C 2.50401 -3.38227 -2.75783 -0.45
C 5.48292 -1.61946 -0.33770 -0.31
O 6.10988 -2.32679 0.40380 -0.50
O 5.73314 -1.34383 -1.59251 -0.25
C 6.90606 -2.01310 -2.15435 -0.74
C 4.58977 3.06831 1.85014 0.25
O 4.46674 3.94624 1.04560 -0.52
O 5.32865 3.06075 2.94315 -0.34
C 6.07243 4.28624 3.23374 -0.76
H -0.01377 3.86617 -1.21426 0.15
H 1.27467 4.66717 -0.29587 0.56
H -0.30825 4.44587 0.46858 0.27
H 7.13202 1.60503 1.62258 0.38
H 6.41725 1.40411 -0.00180 0.49
H 7.36084 0.08243 0.75781 0.40
H 2.73381 -1.25740 2.90565 0.54
H 1.11030 -1.88842 2.55863 0.26
H 1.31025 -0.36333 3.47781 0.44
H 3.06436 -4.31083 -2.74999 0.34
H 2.64631 -2.86679 -3.70440 0.32
H 1.45229 -3.55424 -2.55078 -0.01
H 6.85555 -1.82052 -3.21919 0.28
H 6.86231 -3.07538 -1.93367 0.35
H 7.80410 -1.57726 -1.72473 0.34
H 6.87280 3.98529 3.89948 0.28
H 5.40280 4.98633 3.72515 0.34
H 6.45758 4.71011 2.31154 0.36
```

# 4
Formula: C45H42BBaN10O2S4Se2
Source: OMol25
Level of theory: ωB97M-V with the def2-TZVPD basis set

The value obtained for the energy is -8884.3723 Ha. Its charge is -1. Its orbital gap is 5.684 eV. The HOMO energy comes out at -3.69 eV. As for the lowest unoccupied orbital energy: 1.992 eV. Its energy above the lowest of the compared OMol25 structures with the same formula, charge and spin is 1.490 eV.

The geometry in XYZ format:
```
107
Properties=species:S:1:pos:R:3:mulliken_charge:R:1
Ba 0.59728 -0.31623 0.16851 1.27
C 2.38551 5.28052 0.01635 -1.44
C 2.15931 3.95680 0.65615 0.79
C 2.65680 3.52984 1.86810 -1.32
C 2.15301 2.23337 2.03270 -0.66
N 1.40562 1.91031 0.98312 2.26
N 1.41610 2.95248 0.14516 0.04
B 0.74307 2.92767 -1.23050 -3.00
N -0.76630 2.62271 -1.10136 -0.15
N -1.27996 1.44638 -0.73399 2.26
C -2.61036 1.56781 -0.74332 -0.34
C -2.95331 2.87060 -1.14529 -1.40
C -1.75236 3.51067 -1.35935 0.26
C -1.56710 4.92646 -1.79329 -1.43
C -3.57211 0.51859 -0.42473 1.13
C -3.22190 -0.83099 -0.39535 1.15
C -4.17869 -1.80321 -0.16517 -0.73
C -5.50437 -1.45510 0.03900 -0.89
C -5.86279 -0.11657 0.03131 -0.94
C -4.90864 0.85737 -0.19158 -0.89
N 1.44407 1.92988 -2.17542 0.28
N 1.42158 0.60083 -2.02961 1.65
C 2.12765 0.06810 -3.03039 -0.90
C 2.61877 1.10495 -3.84165 -1.42
C 2.17267 2.27028 -3.26033 0.49
C 2.45341 3.66000 -3.71849 -1.41
C 2.39113 -1.35488 -3.22521 1.32
C 2.17682 -2.30007 -2.22534 0.75
C 2.51243 -3.62805 -2.40620 -1.34
C 3.05809 -4.05624 -3.60700 -0.31
C 3.24519 -3.13860 -4.62820 -0.89
C 2.92134 -1.80706 -4.43735 -0.58
C 2.43236 1.36708 3.16889 -0.23
C 3.72957 1.30621 3.67108 -0.77
C 4.02237 0.51531 4.76495 -0.65
C 3.02205 -0.22033 5.37895 -0.42
C 1.72672 -0.15484 4.89362 -0.87
C 1.43256 0.63333 3.79600 0.43
H 2.94847 5.91221 0.69930 0.43
H 1.44170 5.76307 -0.22907 0.16
H 2.95686 5.17282 -0.90294 0.13
H 3.28516 4.07272 2.54548 0.63
H 0.84743 4.00437 -1.70285 -0.11
H -3.92968 3.28837 -1.29203 0.60
H -2.54717 5.38250 -1.92330 0.45
H -1.02402 4.98027 -2.73685 0.19
H -1.01402 5.49492 -1.04593 0.17
H -2.19443 -1.11395 -0.56812 -0.18
H -3.89063 -2.84617 -0.15203 0.31
H -6.25177 -2.21631 0.22140 0.41
H -6.89367 0.17035 0.19965 0.39
H -5.20724 1.89508 -0.16910 0.38
H 3.23757 1.03122 -4.71246 0.55
H 3.07883 3.62243 -4.60700 0.40
H 2.97883 4.22205 -2.94837 0.14
H 1.53298 4.18776 -3.96201 0.19
H 1.75009 -1.99371 -1.28854 -0.06
H 2.35302 -4.32867 -1.59646 0.40
H 3.32136 -5.09616 -3.75348 0.42
H 3.65847 -3.46166 -5.57733 0.39
H 3.07906 -1.11568 -5.25178 0.33
H 4.51729 1.85818 3.17915 0.39
H 5.03955 0.44505 5.12322 0.44
H 3.25694 -0.84057 6.23226 0.41
H 0.93923 -0.73387 5.35994 0.37
H 0.41360 0.71588 3.44196 0.74
O 5.82451 -2.70427 4.93651 -0.69
C 5.05692 -2.46748 4.04059 0.68
S 5.43097 -1.40972 2.68859 -0.18
C 3.85228 -1.47516 1.86300 0.10
C 2.94506 -2.30957 2.44184 -0.09
S 1.47733 -2.80840 1.70135 -0.29
S 3.44186 -3.14600 3.92514 -0.20
S 3.69067 -0.55019 0.46969 -0.08
Se -3.00423 -0.83463 3.48784 -0.39
Se -0.49075 -1.73822 2.66723 0.18
C -1.40674 -3.16243 1.83302 0.56
C -2.35194 -3.94865 2.48674 -0.81
C -2.86769 -5.03430 1.80943 -0.63
C -2.40698 -5.31587 0.52856 -0.83
C -1.48769 -4.45332 -0.04121 -0.39
N -1.01168 -3.39841 0.59230 0.80
C -2.74574 1.01073 3.28237 -0.01
C -3.62223 1.87477 3.94865 -0.77
C -3.42130 3.22998 3.85114 -0.49
C -2.35223 3.69367 3.08974 -1.11
C -1.54919 2.76087 2.46054 -0.08
N -1.73608 1.45130 2.54644 0.42
H -2.67478 -3.69547 3.48693 0.53
H -3.60274 -5.66701 2.28571 0.42
H -2.76305 -6.17834 -0.01350 0.45
H -1.11147 -4.59358 -1.04558 0.16
H -4.42105 1.44861 4.53719 0.45
H -4.07447 3.92338 4.36612 0.37
H -2.14648 4.75107 3.00765 0.50
H -0.69803 3.07609 1.87155 0.15
C -0.64544 -4.44048 -3.89468 -0.59
N -1.78947 -3.56769 -3.77782 -0.22
C -1.68098 -2.32262 -3.22611 0.34
N -2.79116 -1.52679 -3.42293 -0.52
O -0.68971 -1.93342 -2.64961 -0.12
H -0.89394 -5.43552 -3.51970 0.34
H 0.16238 -4.00897 -3.30502 -0.06
H -0.30429 -4.51815 -4.92996 0.32
H -2.58772 -3.76918 -4.36149 0.20
H -3.69266 -1.97134 -3.49388 0.27
H -2.79147 -0.69313 -2.85178 0.12
```